# 1
Computed, not measured: a cluster of 10 separate species, C12H44N18O10 in total, with ωB97M-V with the def2-TZVPD basis set.

```
84
Properties=species:S:1:pos:R:3
C -6.9830 -11.9014 -9.7343
O -7.7604 -10.9538 -9.5274
N -5.7064 -11.8766 -9.2584
N -7.3629 -13.0285 -10.3747
H -5.1627 -12.7176 -9.3065
H -5.4591 -11.1037 -8.6705
H -8.3225 -13.1261 -10.6650
H -6.7532 -13.8224 -10.2864
C -14.9666 -11.9999 -11.5459
O -15.6717 -12.9168 -11.1612
N -13.6399 -12.1672 -11.8327
N -15.3686 -10.6912 -11.5269
H -13.0219 -11.4937 -12.2503
H -13.2241 -13.0819 -11.8062
H -14.7207 -10.0105 -11.8724
H -16.2915 -10.4599 -11.2165
C -6.8664 -10.9152 -13.5780
O -6.2876 -11.5536 -14.4438
N -8.1573 -10.4681 -13.6631
N -6.2072 -10.5254 -12.4407
H -8.6931 -10.7566 -14.4867
H -8.4840 -9.9449 -12.8748
H -5.2517 -10.8174 -12.3616
H -6.5894 -9.8870 -11.7682
C -10.9353 -10.6353 -15.8001
O -9.9760 -11.4049 -15.6295
N -11.6861 -10.6176 -16.9320
N -11.4115 -9.8409 -14.7998
H -11.6073 -11.3184 -17.6441
H -12.3867 -9.9082 -17.0324
H -11.9325 -9.0110 -15.0298
H -10.9631 -9.7767 -13.8739
C -8.6572 -17.4817 -14.6289
O -8.2283 -16.3756 -14.3456
N -8.3441 -18.1633 -15.7741
N -9.4785 -18.1575 -13.7753
H -8.7782 -19.0542 -15.9162
H -7.7248 -17.7623 -16.4516
H -9.6345 -17.6994 -12.8909
H -9.9230 -19.0389 -13.9402
C -7.9391 -17.3680 -10.5773
O -7.6178 -18.2776 -9.8242
N -7.0854 -16.8131 -11.5112
N -9.1407 -16.7207 -10.5371
H -7.4095 -15.9643 -11.9427
H -6.1269 -17.0987 -11.5549
H -9.7888 -17.1707 -9.9143
H -9.2859 -15.8136 -10.9794
C -10.8326 -8.6513 -11.2351
O -10.4861 -9.3363 -12.2031
N -10.1307 -8.6634 -10.0709
N -11.9189 -7.8126 -11.2241
H -9.5406 -9.4740 -9.9639
H -10.3222 -7.9363 -9.4121
H -12.5381 -7.8953 -12.0105
H -12.2889 -7.5002 -10.3464
C -9.9501 -13.6358 -12.7973
O -9.7176 -14.3864 -11.8384
N -9.5769 -13.8577 -14.0777
N -10.5545 -12.4251 -12.6432
H -8.8639 -14.5497 -14.2746
H -9.5965 -13.0291 -14.6596
H -10.7351 -11.8684 -13.4559
H -10.9916 -12.1738 -11.7729
C -8.0320 -14.1912 -17.4355
O -7.1208 -13.6218 -16.8816
N -9.3225 -13.7169 -17.4694
N -7.8413 -15.3108 -18.2258
H -9.4884 -12.8230 -17.0140
H -10.0664 -14.2873 -17.8190
H -6.9117 -15.5864 -18.4775
H -8.6143 -15.7227 -18.7121
C -11.1240 -11.9759 -9.5352
C -10.7886 -11.7757 -8.0664
C -10.0754 -12.9517 -7.3884
O -10.0329 -10.5710 -7.9291
H -10.1962 -12.2477 -10.0350
H -11.6318 -11.0838 -9.8923
H -11.7583 -12.8587 -9.6521
H -11.6979 -11.6334 -7.4760
H -10.2467 -12.8078 -6.3227
H -9.0131 -13.0104 -7.6230
H -10.5627 -13.8806 -7.6928
H -9.1734 -10.7613 -8.3489
```

Output
LUMO level: -0.15 eV
structure (SMILES): NC(N)=O.NC(N)=O.NC(N)=O.NC(N)=O.NC(N)=O.NC(N)=O.NC(N)=O.NC(N)=O.NC(N)=O.CC(C)O
relative energy (zero: lowest compared OMol25 entry of this formula, charge and spin): 0.2941 eV
spin multiplicity: 1
HOMO energy: -8.78 eV
HOMO-LUMO gap: 8.63 eV



# 2
Computed, not measured: a cluster of 10 separate species, C12H44N6O10 in total, with ωB97M-V with the def2-TZVPD basis set.

```
72
Properties=species:S:1:pos:R:3
C 9.1512 17.1905 -11.6213
C 8.5444 16.3423 -12.7355
O 9.5280 15.9024 -13.6412
H 9.9860 16.6884 -11.0419
H 8.3899 17.4290 -10.9226
H 9.6542 18.0897 -11.9931
H 7.8404 16.8971 -13.3184
H 7.9856 15.5164 -12.2881
H 9.0622 15.4364 -14.3401
C 7.3939 20.3909 -12.5363
C 6.1720 20.0299 -13.3436
O 5.1450 20.7039 -12.7146
H 7.3767 19.7548 -11.6161
H 7.4749 21.4401 -12.2214
H 8.2917 20.2673 -13.1624
H 5.9473 18.9380 -13.3743
H 6.1343 20.2759 -14.4241
H 4.3187 20.4904 -13.1058
C 2.3045 17.1406 -13.5596
O 1.3607 16.8708 -12.5572
N 3.0762 16.2279 -14.0853
N 2.5345 18.3584 -13.9520
H 3.0337 15.2767 -13.7296
H 3.6701 16.3332 -14.8541
H 2.1837 19.2009 -13.4525
H 3.2170 18.5166 -14.7184
C 3.9945 22.3393 -9.8107
O 3.1818 22.8830 -10.7807
N 3.6661 22.4193 -8.5540
N 5.0197 21.5752 -9.9896
H 2.9233 23.1197 -8.2992
H 4.3355 22.3143 -7.8185
H 5.2312 21.4075 -10.9930
H 5.6988 21.2367 -9.2689
C 7.1592 18.6642 -8.1992
O 6.9588 19.8267 -8.9119
N 6.2139 18.1798 -7.4069
N 8.1907 17.8871 -8.1948
H 5.3778 18.7738 -7.2238
H 6.5379 17.3866 -6.7346
H 9.0136 18.2789 -8.6094
H 8.4031 17.1187 -7.4779
C 5.3599 16.8737 -11.3630
O 4.0993 16.5602 -10.8171
H 5.7800 17.7856 -10.9582
H 5.1430 16.9524 -12.4493
H 6.0046 15.9983 -11.3079
H 3.6716 16.3010 -11.6119
C 1.7760 21.9882 -13.2378
O 2.2728 20.7979 -12.7336
H 1.1273 21.7369 -14.1016
H 2.5889 22.7132 -13.4716
H 1.0796 22.3483 -12.5092
H 2.6501 20.9419 -11.9144
C 7.2041 17.5494 -16.0557
O 6.3089 16.9828 -15.1289
H 6.6878 17.5900 -16.9745
H 7.9598 16.7818 -16.0487
H 7.7204 18.4488 -15.7380
H 6.1299 16.0676 -15.2408
C 4.4985 19.8025 -16.8621
O 4.1203 18.5753 -16.1998
H 5.5349 19.8297 -17.1331
H 4.4053 20.6071 -16.2184
H 3.8329 20.0425 -17.7417
H 4.8739 18.0178 -15.9738
C 10.2466 19.7959 -9.8569
O 10.5554 18.8593 -8.8937
H 9.3944 19.5083 -10.4196
H 11.1346 19.9928 -10.4367
H 9.9912 20.7811 -9.4869
H 11.3369 19.0547 -8.4241
```

Output
LUMO level: -0.08 eV
structure (SMILES): NC(N)=O.NC(N)=O.NC(N)=O.CCO.CCO.CO.CO.CO.CO.CO
relative energy (zero: lowest compared OMol25 entry of this formula, charge and spin): 6.6868 eV
spin multiplicity: 1
HOMO energy: -8.29 eV
HOMO-LUMO gap: 8.21 eV



# 3
Computed, not measured: a cluster of 10 separate species, C12H46N10O10 in total, with ωB97M-V with the def2-TZVPD basis set.

```
78
Properties=species:S:1:pos:R:3
C 5.7635 4.6034 0.7244
O 6.9455 4.4870 0.7903
N 5.0872 4.7457 -0.3655
N 5.0260 4.6030 1.7502
H 5.5411 4.7822 -1.2671
H 4.1099 4.9202 -0.1796
H 5.5248 4.3338 2.5862
H 4.0780 4.9462 1.6899
C -4.0431 -3.0715 -2.5111
O -4.9558 -3.8064 -2.6829
N -2.9305 -2.9676 -3.1328
N -3.9582 -2.2394 -1.4953
H -2.2477 -2.3322 -2.7453
H -2.7503 -3.4448 -4.0045
H -3.2294 -1.5417 -1.4484
H -4.6884 -2.3099 -0.8011
C 1.2111 5.2665 1.2363
O 2.3211 5.4046 0.7958
N 0.4560 6.2277 1.6553
N 0.5637 4.2597 1.6581
H -0.5166 6.0198 1.8312
H 0.7669 7.1386 1.3493
H -0.3135 4.3277 2.1539
H 1.0488 3.4013 1.4392
C 4.3914 -2.4952 -0.7202
O 5.2902 -2.2057 -1.4237
N 4.2966 -2.1879 0.5123
N 3.3928 -3.2184 -0.9842
H 3.5783 -2.5599 1.1171
H 5.1353 -1.8348 0.9504
H 2.8865 -3.3788 -0.1251
H 3.2907 -3.5764 -1.9231
C 0.2521 -1.3538 -0.6538
C 0.3701 -0.0094 0.0331
C 1.8608 0.3142 0.3739
O 1.8596 1.6035 0.9261
C 3.1516 2.0623 1.2947
N -0.0199 0.9375 -0.9064
H -0.7476 -1.7405 -0.8520
H 0.6710 -2.1692 -0.0641
H 0.7177 -1.3972 -1.6384
H -0.2836 0.0722 0.9014
H 2.4735 0.3447 -0.5271
H 2.2121 -0.4638 1.0517
H 3.0808 3.0476 1.7553
H 3.8431 2.1385 0.4556
H 3.4981 1.4150 2.1004
H 0.5583 0.7766 -1.7187
H 0.2216 1.8857 -0.6562
C -7.4035 -3.3502 2.7541
C -6.1389 -3.1872 1.9037
C -4.9945 -2.7294 2.7551
O -3.8183 -2.7074 1.9428
C -3.0010 -1.4643 2.0837
N -5.8923 -4.4653 1.2516
H -8.3413 -3.4958 2.2179
H -7.5492 -2.4300 3.3199
H -7.3243 -4.0621 3.5757
H -6.2047 -2.4272 1.1251
H -4.7663 -3.4777 3.5140
H -5.1151 -1.8214 3.3460
H -2.5737 -1.2530 3.0640
H -3.6031 -0.6355 1.7115
H -2.1218 -1.5981 1.4534
H -6.0075 -5.3013 1.8066
H -4.8930 -4.3971 1.1221
O 0.2641 -0.2816 -4.3134
H -0.4246 0.3540 -4.1186
H 0.1959 -0.4277 -5.2570
O 2.7978 0.6805 -4.3118
H 1.9050 0.4053 -4.1032
H 3.3084 0.4460 -3.5369
O 4.4459 0.3563 -2.2085
H 4.7553 -0.4709 -1.8394
H 5.1694 0.9672 -2.0683
O -2.7851 1.1094 -1.6030
H -1.8806 0.9349 -1.3429
H -2.7940 0.9688 -2.5497
```

Output
LUMO level (alpha / beta): -2.83 / -8.94 eV
total charge: +1
relative energy (zero: lowest compared OMol25 entry of this formula, charge and spin): 2.2995 eV
spin multiplicity: 2
HOMO energy (alpha / beta): -10.33 / -10.33 eV
HOMO-LUMO gap (alpha / beta): 7.50 / 1.39 eV



# 4
Computed, not measured: a cluster of 11 separate species, C12H46N6O11 in total, with ωB97M-V with the def2-TZVPD basis set.

```
75
Properties=species:S:1:pos:R:3
C -16.0076 0.2489 -7.7853
O -15.0109 1.0200 -8.4542
H -16.7542 -0.1194 -8.4852
H -15.5802 -0.4869 -7.1101
H -16.5462 0.8693 -7.0510
H -15.4974 1.7460 -8.8602
C -7.9483 0.2765 -12.5291
O -9.1867 0.7702 -12.0084
H -7.6115 0.9648 -13.3030
H -7.1980 0.3108 -11.7363
H -8.0825 -0.7315 -12.9136
H -9.7252 0.0298 -11.7090
C -10.4109 2.7721 -14.4572
O -10.3818 3.1124 -13.0870
H -11.1504 3.3915 -14.9654
H -9.4498 3.0031 -14.9417
H -10.5872 1.7128 -14.6603
H -10.0411 2.3292 -12.6315
C -9.5548 -2.6612 -9.4485
O -9.7449 -2.3123 -10.8093
H -9.0127 -3.5994 -9.3659
H -8.9499 -1.9183 -8.9089
H -10.5259 -2.6737 -8.9464
H -10.4912 -1.6966 -10.8482
C -12.8218 -0.2993 -14.4446
O -13.7246 -0.3876 -13.3542
H -11.8892 -0.7981 -14.1792
H -13.1840 -0.9241 -15.2716
H -12.6821 0.7027 -14.8428
H -14.3056 0.3773 -13.3554
C -12.1566 0.8323 -10.7279
O -11.8798 -0.5361 -10.9181
H -11.4067 1.2544 -10.0569
H -12.1724 1.4339 -11.6413
H -13.1051 1.0452 -10.2189
H -12.4394 -0.8223 -11.6560
C -12.0545 1.7719 -6.9733
O -12.6644 2.6704 -7.9248
H -11.8524 0.7980 -7.4196
H -11.0953 2.2157 -6.7285
H -12.7142 1.6516 -6.1154
H -13.5481 2.3033 -8.0600
C -14.9470 -2.8401 -9.6255
O -15.8431 -3.1486 -8.8571
N -14.1080 -3.7304 -10.2344
N -14.7140 -1.5627 -10.0708
H -14.3507 -4.6937 -10.0961
H -13.4534 -3.4078 -10.9364
H -15.1656 -0.7756 -9.6499
H -13.8807 -1.4669 -10.6197
C -11.3212 5.3971 -9.5907
O -10.9056 6.3776 -10.1833
N -11.5474 5.3502 -8.2375
N -11.6991 4.2418 -10.2096
H -11.2664 6.0989 -7.6357
H -11.8555 4.4668 -7.8565
H -11.5938 4.1655 -11.2057
H -11.9740 3.4819 -9.6010
C -12.6975 -3.7349 -13.7287
O -12.6864 -3.1351 -12.6665
N -11.7053 -4.6114 -14.0363
N -13.6606 -3.6398 -14.6901
H -11.6271 -5.0478 -14.9338
H -11.1198 -4.8695 -13.2637
H -13.4724 -4.1092 -15.5546
H -14.4719 -3.0760 -14.5165
C -9.1418 1.0377 -8.7518
C -8.4144 0.3489 -7.6322
O -9.3697 -0.0334 -6.6224
H -9.9904 0.4615 -9.1269
H -8.5258 1.2262 -9.6290
H -9.5350 1.9710 -8.3462
H -7.6882 0.9922 -7.1355
H -7.9764 -0.5853 -8.0007
H -8.8968 -0.2986 -5.8303
```

Output
LUMO level: 0.19 eV
structure (SMILES): NC(N)=O.NC(N)=O.NC(N)=O.CCO.CO.CO.CO.CO.CO.CO.CO
relative energy (zero: lowest compared OMol25 entry of this formula, charge and spin): 3.2465 eV
spin multiplicity: 1
HOMO energy: -8.97 eV
HOMO-LUMO gap: 9.16 eV



# 5
Computed, not measured: a cluster of 11 separate species, C12H46O17 in total, with ωB97M-V with the def2-TZVPD basis set.

```
75
Properties=species:S:1:pos:R:3
O 1.5243 2.0323 1.4389
H 0.8043 2.4013 0.9859
H 1.2603 1.9033 2.3369
O 1.9473 -1.4447 1.4029
H 1.7383 -0.7777 0.7319
H 2.9113 -1.3817 1.6089
O 3.7863 1.1193 0.1659
H 2.9963 1.4783 0.5569
H 4.2073 0.8303 0.9549
O 1.3293 0.0163 -3.7261
H 0.7603 -0.3417 -3.0291
H 2.2283 0.0273 -3.3461
O 0.7133 -0.1227 -0.7301
H 0.7753 0.8123 -1.0711
H 0.1993 -0.0797 0.0709
C -0.2767 -3.2737 0.1139
C -0.7627 -3.2577 1.5069
O 0.3393 -3.2167 2.3559
O -1.4107 -3.4387 -0.8201
H 0.2673 -4.1857 -0.0271
H 0.2493 -2.3337 -0.0931
H -1.4217 -4.1457 1.7389
H -1.3337 -2.3287 1.7459
H 0.9163 -2.5227 2.1659
H -1.5617 -4.3497 -0.9821
C -0.1767 0.0863 4.0899
C -1.5887 0.6853 4.3259
O -1.8847 1.0003 5.6199
O -0.2077 -1.2757 4.3689
H 0.6273 0.5353 4.6829
H 0.1523 0.1623 3.0409
H -2.2407 -0.0377 3.9639
H -1.6237 1.4933 3.5469
H -1.4877 0.3823 6.2499
H -0.1797 -1.8657 3.6629
C 1.2133 4.1513 -0.6441
C 0.2113 5.3433 -0.8831
O 1.0613 6.3983 -0.8671
O 0.3633 3.0813 -0.9411
H 1.6943 4.1383 0.3559
H 2.0453 4.2073 -1.3291
H -0.6597 5.5333 -0.2571
H -0.2407 5.3563 -1.7751
H 1.7173 6.2163 -1.4831
H 0.0123 3.2133 -1.8561
C -3.4917 0.1103 0.4529
C -2.8387 1.3673 0.2799
O -1.4427 1.3073 0.4929
O -3.5577 0.0023 1.8969
H -2.9317 -0.7317 0.0339
H -4.4587 0.2073 -0.0441
H -3.3577 2.1283 0.7889
H -2.9347 1.5593 -0.7871
H -1.2097 2.1863 0.6399
H -3.6077 0.8293 2.3129
C -3.2287 -1.0807 -2.7761
C -1.7957 -0.6477 -2.9221
O -0.9187 -1.6517 -2.6131
O -4.1007 0.0373 -2.8731
H -3.3787 -1.6347 -1.8101
H -3.5477 -1.7917 -3.5631
H -1.6047 0.1073 -2.1981
H -1.5687 -0.2207 -3.8451
H -1.1307 -2.0887 -1.7431
H -3.9607 0.4183 -3.7471
C 3.8423 -1.7967 -1.3991
C 2.8073 -2.6777 -2.1691
O 2.8703 -3.9337 -1.5991
O 3.8133 -0.5737 -2.0641
H 4.8963 -2.2497 -1.4361
H 3.6113 -1.7937 -0.2991
H 3.2663 -2.8847 -3.1271
H 1.8153 -2.2317 -2.1311
H 3.1913 -4.5387 -2.3171
H 3.9583 0.0393 -1.3601
```

Output
LUMO level: -0.05 eV
structure (SMILES): OCCO.OCCO.OCCO.OCCO.OCCO.OCCO.O.O.O.O.O
relative energy (zero: lowest compared OMol25 entry of this formula, charge and spin): 4.0492 eV
spin multiplicity: 1
HOMO energy: -9.56 eV
HOMO-LUMO gap: 9.51 eV



# 6
Computed, not measured: a structure of composition C12H48F2InNO16S2, with ωB97M-V with the def2-TZVPD basis set.

```
82
Properties=species:S:1:pos:R:3
In 9.3249 10.8599 39.9687
N 11.5161 11.8134 41.4837
S 12.0376 13.0037 42.3021
O 13.0038 13.9233 41.8269
O 11.9042 12.9265 43.7291
F 10.6889 13.8678 42.0770
S 12.8152 10.8476 41.8827
O 12.6388 10.0540 43.0982
O 14.1584 11.3480 41.5447
F 12.6269 9.7222 40.7745
C 13.3863 17.2932 40.0962
O 13.2087 16.7672 38.7931
H 13.8054 16.5526 40.7773
H 14.0870 18.1253 40.0280
H 12.4288 17.6610 40.4651
H 13.6768 15.9422 38.6448
C 9.3836 9.4065 43.8206
O 9.1117 8.9087 42.4766
H 9.4287 10.4871 43.9562
H 8.6933 9.0209 44.5708
H 10.3464 9.0302 44.1664
H 9.0375 7.9527 42.5238
C 11.4255 14.0486 38.4359
O 10.1681 13.3005 38.4213
H 11.9022 14.3638 39.3641
H 12.2015 13.4639 37.9418
H 11.2292 14.9404 37.8408
H 9.8611 13.4405 37.5226
C 10.4172 6.7650 39.8647
O 10.7013 8.0863 39.3522
H 10.1896 6.0959 39.0349
H 11.2030 6.3751 40.5116
H 9.5066 6.7693 40.4638
H 11.4712 7.9437 38.7967
C 11.8296 10.3550 37.1399
O 11.9928 10.9418 38.4712
H 11.3755 9.3641 37.1513
H 11.1602 10.8995 36.4738
H 12.7944 10.2532 36.6431
H 12.9152 10.9968 38.7313
C 11.1278 16.6065 44.1902
O 12.1083 17.3240 43.4494
H 11.3880 16.4911 45.2423
H 10.1985 17.1518 44.0253
H 10.8901 15.6143 43.8064
H 12.9559 16.9883 43.7499
C 14.8520 13.7300 46.1769
O 15.9151 14.6641 45.8814
H 15.1138 12.7324 45.8240
H 14.5202 13.8999 47.2011
H 14.0178 13.9604 45.5142
H 16.6001 14.4417 46.5161
C 14.5634 7.4532 42.4514
O 15.8174 6.9522 42.0305
H 14.5683 8.5205 42.2301
H 13.7898 7.0684 41.7868
H 14.1895 7.3307 43.4679
H 15.7792 6.0488 42.3528
C 15.7540 10.0498 39.1585
O 14.5639 10.0856 38.3986
H 16.3715 9.4455 38.4940
H 16.0978 11.0586 39.3870
H 15.6352 9.4165 40.0377
H 14.7574 10.4890 37.5493
C 12.5076 9.6576 46.8484
O 12.7713 8.6718 47.8507
H 11.5824 10.1833 47.0847
H 13.2845 10.4220 46.8681
H 12.4156 9.2642 45.8360
H 13.7119 8.4999 47.9361
C 17.6013 12.4919 41.8290
O 18.2960 11.3096 41.7454
H 16.5285 12.4167 41.6513
H 17.7986 12.9298 42.8075
H 17.9956 13.2035 41.1036
H 17.8436 10.6867 42.3189
C 16.2338 9.4569 44.2503
O 17.1598 9.2515 43.2626
H 16.5648 9.8871 45.1955
H 15.4475 10.1615 43.9792
H 15.7870 8.5542 44.6670
H 16.6349 8.7710 42.6182
```

Output
LUMO level: -12.97 eV
total charge: +2
relative energy (zero: lowest compared OMol25 entry of this formula, charge and spin): 3.1638 eV
spin multiplicity: 1
HOMO energy: -14.81 eV
HOMO-LUMO gap: 1.84 eV



- Look up the spin multiplicity of the first one.
  1